Entry 1:
C44H33INO8P2SY as an isolated structure. Source: the Open Molecules 2025 dataset; level of theory: ωB97M-V with the def2-TZVPD basis set.

Computed properties:
- maximum force (hartree/bohr) = 0.008
- lowest unoccupied orbital energy (eV) = 0.09
- E (eV) = -102593.9981
- HOMO energy (eV) = -8.48
- HOMO-LUMO gap (eV) = 8.57

Atoms and positions in Å:
Y  1.770  0.830  -0.511
O  1.814  -3.301  0.355
S  0.903  -2.229  -0.093
C  -0.095  -2.915  -1.425
C  -0.226  -4.296  -1.451
C  -1.046  -4.884  -2.398
C  -1.736  -4.087  -3.307
C  -1.566  -2.712  -3.293
C  -0.719  -2.102  -2.366
P  -0.385  -0.303  -2.466
C  -2.090  0.351  -2.494
C  -2.878  0.108  -1.366
C  -4.163  0.619  -1.286
C  -4.673  1.391  -2.321
C  -3.897  1.636  -3.443
C  -2.610  1.117  -3.533
C  0.261  -0.075  -4.152
C  0.570  -1.107  -5.033
C  1.157  -0.823  -6.259
C  1.439  0.486  -6.615
C  1.149  1.519  -5.735
C  0.574  1.242  -4.506
C  -0.370  -2.052  1.181
C  -1.619  -2.649  1.107
C  -2.513  -2.514  2.160
C  -2.150  -1.790  3.285
C  -0.901  -1.189  3.355
C  0.006  -1.303  2.307
P  1.620  -0.427  2.305
C  2.785  -1.642  2.985
C  4.089  -1.619  2.494
C  5.031  -2.512  2.988
C  4.672  -3.435  3.958
C  3.369  -3.469  4.438
C  2.428  -2.575  3.955
C  1.439  0.822  3.620
C  2.332  0.884  4.686
C  2.232  1.906  5.623
C  1.239  2.866  5.506
C  0.344  2.807  4.445
C  0.448  1.798  3.503
H  0.320  -4.884  -0.722
H  -1.153  -5.961  -2.425
H  -2.394  -4.539  -4.037
H  -2.082  -2.096  -4.021
H  -2.474  -0.468  -0.541
H  -4.762  0.427  -0.404
H  -5.673  1.801  -2.252
H  -4.290  2.234  -4.256
H  -2.017  1.310  -4.417
H  0.373  -2.136  -4.765
H  1.405  -1.634  -6.931
H  1.905  0.700  -7.568
H  1.394  2.541  -5.993
H  0.392  2.048  -3.803
H  -1.907  -3.212  0.230
H  -3.490  -2.976  2.097
H  -2.842  -1.686  4.112
H  -0.633  -0.608  4.228
H  4.360  -0.919  1.712
H  6.042  -2.493  2.601
H  5.405  -4.138  4.334
H  3.084  -4.198  5.186
H  1.412  -2.611  4.329
H  3.107  0.135  4.791
H  2.933  1.947  6.447
H  1.163  3.661  6.237
H  -0.432  3.556  4.342
H  -0.243  1.760  2.670
I  -5.648  5.624  1.439
C  -3.966  4.487  0.942
C  -3.063  4.973  0.008
C  -1.952  4.213  -0.322
C  -1.751  2.976  0.276
C  -2.661  2.501  1.213
C  -3.772  3.255  1.553
C  -0.568  2.150  -0.096
O  0.263  2.574  -0.946
O  -0.417  1.013  0.452
H  -3.225  5.936  -0.459
H  -1.232  4.567  -1.048
H  -2.494  1.530  1.665
H  -4.484  2.888  2.280
O  3.907  0.089  -3.761
N  3.213  0.311  -2.812
O  2.754  -0.619  -2.066
O  2.864  1.486  -2.470
O  2.698  2.548  0.805
C  3.849  2.043  0.704
O  4.036  0.910  0.184
H  4.714  2.612  1.072

=====

Entry 2:
A 2-piece molecular cluster, C13H18BF9N4O6P overall. Source: the Open Molecules 2025 dataset; level of theory: ωB97M-V with the def2-TZVPD basis set.

Computed properties:
- maximum force (hartree/bohr) = 0.106
- lowest unoccupied orbital energy (eV) = -5.50
- E (eV) = -66432.0017
- HOMO energy (eV) = -12.55
- net charge = +1
- HOMO-LUMO gap (eV) = 7.05

Atoms and positions in Å:
C  4.907  -1.225  0.052
N  4.329  -1.868  -1.159
C  4.865  -3.239  -1.360
B  2.883  -1.812  -1.210
O  2.207  -2.463  -2.278
C  1.956  -1.013  -0.151
C  2.106  0.421  0.054
N  1.333  1.140  0.963
P  1.629  2.898  1.169
N  2.429  3.416  -0.073
O  0.211  3.737  1.229
O  2.573  3.177  2.516
C  0.327  0.523  1.738
N  -0.475  1.260  2.636
C  0.124  -0.924  1.601
C  0.914  -1.711  0.643
C  0.595  -3.223  0.592
O  0.697  -3.933  -0.343
O  0.075  -3.776  1.818
F  -1.255  -4.025  1.502
H  5.980  -1.550  0.120
H  4.420  -1.520  1.017
H  4.927  -0.110  -0.109
H  5.910  -3.124  -1.771
H  4.866  -3.834  -0.401
H  4.299  -3.847  -2.106
H  1.876  -1.805  -2.918
H  2.867  0.969  -0.550
H  3.312  3.826  0.256
H  -0.385  3.347  0.553
H  2.185  3.972  2.948
H  0.123  1.736  3.316
H  -1.162  0.662  3.094
H  -0.638  -1.455  2.226
C  -4.836  -0.041  -1.600
C  -5.442  0.474  -0.280
C  -5.583  1.990  -0.151
F  -4.386  2.617  -0.193
F  -6.140  2.305  1.042
F  -4.734  -0.035  0.760
F  -6.689  -0.061  -0.186
O  -3.447  -0.380  -1.575
C  -2.524  0.637  -1.811
C  -1.600  0.855  -0.612
F  -2.294  1.218  0.486
F  -0.711  1.843  -0.851
F  -3.152  1.762  -2.189
F  -1.785  0.241  -2.871
H  -5.335  -0.990  -1.808
H  -5.086  0.594  -2.451
H  -6.222  2.397  -0.939
H  -1.044  -0.054  -0.380

=====

Entry 3:
A 16-piece molecular cluster, H33O16 overall. Source: the Open Molecules 2025 dataset; level of theory: ωB97M-V with the def2-TZVPD basis set.

Computed properties:
- maximum force (hartree/bohr) = 0.066
- lowest unoccupied orbital energy (eV) = -2.52
- E (eV) = -33288.2699
- HOMO energy (eV) = -13.20
- net charge = +1
- HOMO-LUMO gap (eV) = 10.68

Atoms and positions in Å:
O  3.788  -1.708  -2.727
H  3.951  -1.432  -1.806
H  4.642  -1.877  -3.233
O  -1.027  1.050  -1.745
H  1.623  -4.963  3.568
H  -0.855  1.008  -2.746
O  0.865  -4.323  3.457
H  0.252  -5.061  3.302
H  1.546  2.162  -0.781
O  0.325  1.450  2.453
H  -0.108  1.962  1.772
H  0.761  -1.337  -0.032
O  1.821  -1.303  1.642
H  -1.610  0.096  -1.585
H  1.879  -2.039  2.256
O  -4.804  0.586  1.936
H  -5.135  -0.324  2.153
H  -3.351  0.773  -0.649
O  -1.646  4.095  -1.957
H  -1.609  4.447  -2.859
H  -2.092  4.898  -1.654
O  4.159  0.599  3.080
H  -0.274  1.532  3.231
H  4.733  0.313  2.410
O  1.184  1.467  -0.195
H  1.010  -0.861  1.834
O  -3.038  -0.142  -0.908
H  -2.071  -0.567  -3.996
H  -2.917  -0.387  0.063
O  -1.942  -1.172  -3.213
H  -2.790  -0.985  -2.759
H  -3.075  3.203  1.491
O  0.716  1.117  -3.517
H  -5.364  1.173  2.518
H  -2.980  2.145  2.413
O  0.180  -0.919  -0.711
H  -0.217  -1.613  -1.288
H  1.094  2.002  -3.497
O  -2.571  2.341  1.583
H  1.138  0.368  -3.099
H  1.597  1.770  0.602
O  0.423  -2.213  -3.866
H  0.496  -2.002  -4.793
H  1.266  -2.626  -3.688
O  1.652  -1.067  4.722
H  2.235  -0.372  5.146
H  -0.041  1.055  -1.444
H  3.212  0.373  2.816
H  2.324  -1.559  4.194

=====

Entry 4:
C4H6O in the gas phase. Source: the Open Molecules 2025 dataset; level of theory: ωB97M-V with the def2-TZVPD basis set.

Computed properties:
- maximum force (hartree/bohr) = 0.018
- lowest unoccupied orbital energy (eV) = 0.59
- E (eV) = -6286.3693
- HOMO energy (eV) = -7.77
- HOMO-LUMO gap (eV) = 8.35

Atoms and positions in Å:
O  1.935  0.345  0.115
C  1.436  -0.436  -0.847
C  0.393  0.162  0.439
C  -0.754  0.967  -0.043
C  -0.936  -0.536  -0.001
H  1.850  -1.481  -0.715
H  0.516  0.039  1.512
H  -1.274  1.577  0.694
H  -0.671  1.406  -1.033
H  -1.508  -0.974  0.821
H  -0.987  -1.069  -0.944

=====

Entry 5:
A 17-piece molecular cluster, C44H47Cl64F2N4O2S overall. Source: the Open Molecules 2025 dataset; level of theory: ωB97M-V with the def2-TZVPD basis set.

Computed properties:
- maximum force (hartree/bohr) = 0.170
- lowest unoccupied orbital energy (eV) = -3.98
- E (eV) = -874129.0475
- HOMO energy (eV) = -12.14
- net charge = +1
- HOMO-LUMO gap (eV) = 8.16

Atoms and positions in Å:
C  3.762  -2.725  4.939
C  4.422  -1.287  5.265
C  4.674  -0.495  3.862
C  5.111  1.050  4.189
C  5.799  1.795  2.935
C  4.784  2.464  1.881
C  3.209  2.289  2.292
C  2.363  3.178  1.249
C  0.885  2.658  0.919
C  0.375  3.677  -0.222
C  -0.214  5.084  0.290
C  -1.805  5.253  -0.078
F  0.055  5.412  1.676
C  1.052  1.266  0.046
N  2.238  1.156  -0.879
C  3.184  0.338  -0.482
S  4.472  -0.649  -0.129
C  0.750  0.107  1.132
O  0.876  -1.294  0.955
C  0.501  -1.705  -0.415
C  -0.069  -3.216  -0.330
C  0.833  -4.235  0.534
C  -1.621  -3.247  0.172
C  -1.801  -2.831  1.721
C  -2.570  -2.352  -0.790
N  0.418  0.674  2.330
C  0.424  -0.056  3.658
F  1.569  0.438  4.474
C  -0.965  -0.047  4.438
C  -1.072  0.936  5.709
C  -0.076  2.108  2.051
C  -1.578  1.739  1.397
C  -2.770  2.672  1.988
N  -3.930  2.062  2.285
N  -0.528  2.941  3.202
C  0.471  3.326  3.965
O  1.264  3.411  4.946
H  4.637  -3.452  4.689
H  3.124  -2.648  3.984
H  3.083  -3.141  5.772
H  3.719  -0.636  5.917
H  5.415  -1.383  5.866
H  5.580  -0.991  3.366
H  3.697  -0.560  3.261
H  5.945  0.941  4.997
H  4.265  1.638  4.702
H  6.467  1.036  2.375
H  6.499  2.643  3.318
H  4.953  3.618  1.837
H  4.952  2.070  0.801
H  3.012  1.160  2.252
H  3.104  2.740  3.342
H  3.036  3.334  0.309
H  2.289  4.244  1.722
H  -0.399  3.192  -0.924
H  1.299  3.917  -0.891
H  0.311  5.912  -0.343
H  -1.975  6.137  -0.821
H  -2.340  5.539  0.898
H  -2.215  4.305  -0.581
H  0.181  1.128  -0.694
H  -0.217  -0.963  -0.942
H  1.468  -1.705  -1.061
H  -0.094  -3.633  -1.417
H  0.091  -4.932  1.104
H  1.529  -4.911  -0.095
H  1.489  -3.749  1.341
H  -1.947  -4.362  0.082
H  -2.684  -3.476  2.129
H  -0.898  -3.081  2.389
H  -2.163  -1.731  1.848
H  -2.901  -1.389  -0.220
H  -1.970  -2.075  -1.751
H  -3.491  -2.941  -1.163
H  0.707  -1.170  3.477
H  -1.873  0.162  3.739
H  -1.144  -1.128  4.834
H  -0.079  1.231  6.198
H  -1.694  0.401  6.532
H  -1.657  1.879  5.354
H  -1.609  1.854  0.256
H  -1.879  0.637  1.617
H  -2.719  3.809  2.127
H  -3.851  1.044  2.071
C  3.543  -8.227  -0.024
Cl  3.168  -7.277  1.433
Cl  2.483  -7.712  -1.354
Cl  5.240  -7.964  -0.481
Cl  3.280  -9.953  0.311
C  7.735  -3.969  1.957
Cl  6.578  -2.714  1.452
Cl  7.121  -5.567  1.479
Cl  9.303  -3.676  1.173
Cl  7.938  -3.915  3.722
C  -0.225  -3.992  -4.709
Cl  -1.879  -3.555  -4.223
Cl  0.773  -2.523  -4.798
Cl  0.469  -5.106  -3.511
Cl  -0.264  -4.784  -6.301
C  -6.791  2.442  -0.299
Cl  -7.344  2.414  1.389
Cl  -8.095  1.863  -1.358
Cl  -6.352  4.104  -0.753
Cl  -5.372  1.384  -0.476
C  -2.671  9.444  -0.305
Cl  -2.160  10.191  -1.835
Cl  -3.058  10.714  0.877
Cl  -4.112  8.439  -0.589
Cl  -1.355  8.429  0.326
C  -11.058  3.668  2.992
Cl  -10.515  3.877  1.312
Cl  -9.706  3.075  3.985
Cl  -11.621  5.228  3.631
Cl  -12.389  2.492  3.042
C  3.506  -10.020  -5.036
Cl  2.348  -8.761  -5.523
Cl  2.885  -11.613  -5.519
Cl  5.072  -9.723  -5.829
Cl  3.719  -9.977  -3.272
C  9.484  3.763  1.915
Cl  11.192  3.992  1.480
Cl  8.629  5.317  1.798
Cl  8.741  2.593  0.801
Cl  9.374  3.150  3.580
C  -3.823  -4.030  -8.119
Cl  -4.585  -3.520  -9.642
Cl  -2.579  -2.847  -7.654
Cl  -5.056  -4.126  -6.842
Cl  -3.071  -5.625  -8.339
C  6.623  -13.993  -5.747
Cl  5.924  -14.751  -7.195
Cl  6.056  -14.850  -4.296
Cl  8.397  -14.079  -5.831
Cl  6.115  -12.290  -5.666
C  -5.721  -0.842  3.835
Cl  -6.937  0.276  3.182
Cl  -4.519  -1.208  2.575
Cl  -4.908  -0.088  5.226
Cl  -6.512  -2.346  4.355
C  -2.057  5.124  -4.211
Cl  -1.542  5.871  -5.740
Cl  -2.441  6.396  -3.030
Cl  -3.499  4.123  -4.494
Cl  -0.743  4.104  -3.579
C  -5.316  6.876  -7.349
Cl  -6.030  5.249  -7.399
Cl  -3.980  6.974  -8.518
Cl  -6.556  8.080  -7.764
Cl  -4.698  7.202  -5.714
C  3.348  -3.287  -8.469
Cl  1.696  -2.845  -7.982
Cl  4.349  -1.822  -8.569
Cl  4.041  -4.398  -7.265
Cl  3.305  -4.085  -10.056
C  -2.683  14.386  -2.518
Cl  -1.219  14.521  -1.517
Cl  -3.187  16.004  -3.051
Cl  -2.338  13.374  -3.939
Cl  -3.987  13.643  -1.563
C  -9.006  -5.827  3.129
Cl  -10.225  -4.710  2.477
Cl  -7.805  -6.193  1.870
Cl  -8.195  -5.073  4.520
Cl  -9.798  -7.331  3.648

=====

Entry 6:
C34H57N8O2PTi as an isolated structure. Source: the Open Molecules 2025 dataset; level of theory: ωB97M-V with the def2-TZVPD basis set.

Computed properties:
- maximum force (hartree/bohr) = 0.011
- lowest unoccupied orbital energy (spin up / spin down) (eV) = -7.87 / -7.71
- E (eV) = -84585.9825
- 2S+1 = 2
- HOMO energy (spin up / spin down) (eV) = -15.05 / -15.09
- net charge = +3
- HOMO-LUMO gap (spin up / spin down) (eV) = 7.17 / 7.38

Atoms and positions in Å:
Ti  0.444  0.466  0.597
C  2.101  1.265  -1.822
C  2.198  2.556  -1.035
N  1.850  2.299  0.395
C  1.306  3.501  1.066
C  -0.204  3.471  1.108
C  -0.976  4.570  1.455
C  -2.354  4.418  1.511
C  -2.929  3.181  1.229
C  -2.096  2.132  0.882
C  -2.578  0.740  0.545
N  -1.553  0.090  -0.287
C  -1.612  0.553  -1.713
C  -0.369  1.328  -2.118
N  0.801  0.642  -1.528
N  -0.767  2.295  0.827
H  2.879  0.563  -1.511
H  2.231  1.450  -2.892
H  1.500  3.298  -1.422
H  3.197  2.987  -1.114
H  2.710  2.046  0.874
H  1.644  4.416  0.571
H  1.689  3.542  2.088
H  -0.510  5.525  1.659
H  -2.981  5.265  1.755
H  -4.003  3.051  1.226
H  -3.541  0.814  0.032
H  -2.722  0.146  1.452
H  -1.671  -0.924  -0.311
H  -2.503  1.162  -1.866
H  -1.697  -0.335  -2.329
H  -0.409  2.355  -1.756
H  -0.282  1.363  -3.207
H  0.766  -0.322  -1.882
C  -0.935  -4.282  2.539
C  0.304  -3.980  1.689
C  0.891  -5.264  1.099
C  1.337  -3.213  2.500
C  1.935  -3.841  3.598
C  2.831  -3.165  4.413
C  3.124  -1.833  4.153
C  2.578  -1.178  3.054
C  3.004  0.236  2.717
C  4.223  0.211  1.790
C  3.265  1.126  3.931
C  1.712  -1.887  2.202
N  1.279  -1.331  0.950
C  1.793  -2.114  -0.081
C  1.209  -2.498  -1.237
C  1.817  -3.448  -2.152
C  0.864  -3.772  -3.047
C  -0.320  -3.000  -2.690
N  -0.118  -2.243  -1.633
C  -1.643  -3.064  -3.424
C  -1.819  -1.790  -4.296
C  -2.782  -3.170  -2.402
C  -1.684  -4.298  -4.332
H  -1.631  -4.910  1.983
H  -1.476  -3.365  2.797
H  -0.680  -4.828  3.451
H  -0.029  -3.349  0.865
H  1.109  -5.999  1.874
H  1.816  -5.068  0.555
H  0.182  -5.720  0.407
H  1.698  -4.877  3.807
H  3.308  -3.674  5.240
H  3.824  -1.314  4.795
H  2.161  0.692  2.184
H  5.036  -0.353  2.248
H  4.609  1.217  1.603
H  3.995  -0.267  0.835
H  4.134  0.800  4.502
H  2.408  1.162  4.606
H  3.478  2.147  3.610
H  2.776  -2.541  0.117
H  2.822  -3.832  -2.079
H  0.942  -4.473  -3.859
H  -2.621  -1.154  -3.919
H  -2.091  -2.061  -5.315
H  -0.905  -1.196  -4.362
H  -2.762  -2.332  -1.701
H  -2.711  -4.095  -1.827
H  -3.744  -3.162  -2.914
H  -0.925  -4.248  -5.112
H  -2.654  -4.352  -4.826
H  -1.544  -5.221  -3.767
N  -0.126  -2.174  5.065
C  -0.023  -0.699  5.255
P  -1.027  0.102  3.930
O  -2.259  -0.741  3.840
O  -0.187  0.448  2.743
C  -1.640  1.699  4.654
N  -3.067  1.459  5.096
H  -1.089  -2.420  4.801
H  0.130  -2.684  5.912
H  0.499  -2.530  4.307
H  1.026  -0.417  5.262
H  -0.468  -0.463  6.223
H  -1.648  2.461  3.875
H  -1.061  2.073  5.495
H  -3.330  0.521  4.717
H  -3.712  2.163  4.733
H  -3.173  1.450  6.112

=====

Entry 7:
A 4-piece molecular cluster, C3H7N3O overall. Source: the Open Molecules 2025 dataset; level of theory: ωB97M-V with the def2-TZVPD basis set.

Computed properties:
- maximum force (hartree/bohr) = 0.147
- lowest unoccupied orbital energy (eV) = -0.86
- E (eV) = -9729.6491
- HOMO energy (eV) = -8.52
- HOMO-LUMO gap (eV) = 7.66

Atoms and positions in Å:
C  -2.514  -0.737  0.054
C  -1.460  0.353  -0.287
C  1.556  1.087  0.076
H  -2.085  -1.983  1.164
H  -3.905  0.328  0.546
H  -2.676  -1.180  -1.340
H  -1.687  1.398  -0.287
H  2.431  1.761  -0.269
H  1.188  -0.678  0.192
H  3.901  -0.792  0.338
N  -0.230  0.134  -0.184
N  0.296  1.272  -0.013
N  2.077  -0.144  0.415
O  3.109  -0.816  -0.406

=====

> Which value of E does entry 3 give?

-33288.2699 eV